Entry 1:
34
Properties=species:S:1:pos:R:3 method="wB97M-V/def2-TZVPD" spin_multiplicity=5 charge=+2 orbital_gap_ev="8.803 / 5.635" e_tot_ev=-27398.58168
C 0.285 -0.036 3.108
C -0.060 -2.253 1.023
H 1.383 -0.143 3.124
H -0.313 -0.873 3.554
H -0.170 1.003 3.156
H -0.542 -2.335 -0.018
H 1.040 -2.173 1.065
H -0.605 -2.634 1.877
C 2.442 0.836 0.965
C 3.367 1.642 0.323
C 3.225 1.900 -1.034
C 2.129 1.366 -1.709
H 2.491 0.650 2.035
H 4.163 2.065 0.932
H 3.949 2.509 -1.561
H 1.940 1.572 -2.742
N 1.390 0.314 0.296
C 1.222 0.544 -1.032
C -0.015 0.075 -1.672
N -0.983 -0.371 -0.837
C -2.193 -0.803 -1.239
C -1.589 -0.198 -3.473
C -2.537 -0.709 -2.577
H -2.875 -1.132 -0.447
H -3.527 -1.031 -2.874
C -0.343 0.229 -3.017
H 0.413 0.664 -3.654
H -1.814 -0.135 -4.521
Ru -0.401 -0.341 1.325
C -2.304 -0.608 1.936
H -2.625 -1.643 1.741
H -2.989 0.060 1.397
H -2.417 -0.404 3.008
I -1.138 2.395 1.542


Entry 2:
32
Properties=species:S:1:pos:R:3 method="wB97M-V/def2-TZVPD" charge=0 orbital_gap_ev="8.943 / 7.127" e_tot_ev=-17290.31393
C 3.825 -0.297 -0.376
C 3.779 1.091 -0.344
C 2.686 -1.021 -0.107
C 2.588 1.729 -0.091
C 1.476 -0.415 0.244
C 1.418 1.005 0.168
C -1.134 -1.002 -1.378
C -2.276 -0.206 -0.724
C -0.383 -1.978 -0.440
C -1.941 1.247 -0.310
C 0.354 -1.244 0.618
C -3.182 1.905 0.297
C -0.096 -1.311 2.033
N -0.889 1.266 0.664
O 0.287 1.717 0.092
H 4.751 -0.806 -0.592
H 4.670 1.669 -0.533
H 2.730 -2.102 -0.088
H 2.515 2.805 -0.105
H -1.551 -1.609 -2.185
H -0.415 -0.310 -1.826
H -3.096 -0.134 -1.438
H -2.640 -0.743 0.153
H -1.099 -2.671 0.004
H 0.320 -2.546 -1.062
H -1.636 1.804 -1.213
H -3.480 1.368 1.193
H -4.001 1.897 -0.418
H -2.962 2.933 0.571
H 0.120 -2.314 2.422
H -1.168 -1.149 2.130
H 0.427 -0.580 2.642


Entry 3:
45
Properties=species:S:1:pos:R:3 method="wB97M-V/def2-TZVPD" spin_multiplicity=2 charge=-2 orbital_gap_ev="5.351 / 5.847" e_tot_ev=-118246.69492
Sc 0.187 1.471 1.429
O -2.367 -1.534 2.772
C -1.434 -0.772 2.574
O -1.444 0.317 1.892
C -0.031 -1.121 3.068
C 0.360 -2.308 3.658
C 1.716 -2.506 3.886
C 2.637 -1.539 3.507
C 2.159 -0.381 2.919
N 0.861 -0.201 2.730
C 2.984 0.770 2.341
O 4.200 0.765 2.435
O 2.237 1.658 1.788
H -0.394 -3.040 3.912
H 2.057 -3.428 4.341
H 3.702 -1.666 3.646
S 0.997 5.111 4.872
Sb 0.556 3.092 3.862
S -0.214 1.563 5.403
S -1.073 3.494 2.140
C 1.397 -1.700 -3.429
C 1.371 -0.251 -3.892
C 0.291 -0.014 -4.939
O 1.264 0.723 -2.844
P 0.327 0.819 -1.538
S 0.595 2.680 -0.923
S 0.696 -0.671 -0.281
O -1.091 0.640 -2.307
C -2.477 0.521 -1.903
C -2.963 1.644 -1.006
C -2.799 -0.862 -1.359
H 1.630 -2.338 -4.285
H 0.435 -1.995 -3.011
H 2.154 -1.842 -2.660
H 2.346 -0.021 -4.332
H -0.688 -0.243 -4.522
H 0.468 -0.645 -5.814
H 0.297 1.033 -5.244
H -2.981 0.623 -2.871
H -2.580 1.558 0.005
H -4.051 1.588 -0.935
H -2.674 2.616 -1.405
H -2.410 -0.991 -0.355
H -2.371 -1.629 -2.007
H -3.883 -0.987 -1.316


Entry 4:
32
Properties=species:S:1:pos:R:3 method="wB97M-V/def2-TZVPD" charge=+1 orbital_gap_ev=7.731 e_tot_ev=-17836.01274
C -1.092 1.387 -4.939
C 0.705 -1.497 -1.023
C -1.177 1.065 -3.552
C -1.212 -0.090 -0.447
C -0.110 0.856 -5.628
C -1.561 0.928 -2.405
C 1.412 -1.373 0.174
C -1.325 -0.233 1.015
C 1.251 0.023 0.814
C -0.007 0.155 1.722
C -2.347 0.810 1.602
C 2.493 0.452 1.549
C 0.104 -0.807 2.940
O 0.784 0.275 -6.045
O -1.822 0.776 -1.129
H -1.965 1.833 -5.308
H 0.115 -2.395 -1.275
H 1.094 -0.736 -1.905
H 1.112 -2.189 0.867
H 2.467 -1.582 -0.097
H -1.734 -1.352 1.121
H 1.087 0.789 0.015
H 0.081 1.188 2.025
H -3.340 0.463 1.427
H -1.962 1.712 1.158
H -2.194 0.753 2.665
H 3.261 0.587 0.810
H 3.163 -0.341 2.071
H 2.347 1.455 2.071
H 1.053 -0.506 3.450
H -0.037 -1.823 2.608
H -0.644 -0.585 3.647


Entry 5:
42
Properties=species:S:1:pos:R:3 method="wB97M-V/def2-TZVPD" spin_multiplicity=5 charge=+3 orbital_gap_ev="7.506 / 4.741" e_tot_ev=-116660.27389
I -1.388 -1.799 -4.612
I 0.258 2.368 -2.390
Pd -0.001 0.181 -0.933
P -2.370 0.095 -0.837
C -3.150 0.133 -2.456
C -3.092 -1.362 -0.002
H -4.183 -1.376 -0.139
H -4.229 1.466 -0.158
H -2.838 -1.330 1.063
H -2.833 1.581 0.992
H -2.841 -0.831 -2.896
H -2.701 -2.277 -0.454
C -3.138 1.539 -0.058
H -4.247 0.142 -2.484
H -2.787 2.419 -0.598
H -2.738 0.939 -3.068
P 2.364 0.157 -0.767
C 3.205 0.124 -2.386
C 3.096 1.616 0.059
H 2.834 -1.215 1.176
H 4.199 -1.209 -0.020
H 2.737 -2.192 -0.334
C 3.115 -1.266 0.105
H 2.782 1.623 1.110
H 4.192 1.535 -0.028
H 4.285 0.223 -2.212
H 2.844 0.977 -2.992
H 2.737 2.520 -0.451
H 2.970 -0.818 -2.897
C 0.241 -1.522 -2.096
O 0.855 -2.476 -2.341
Cl 0.010 -2.620 1.045
C -0.028 -1.147 1.951
C -0.050 0.079 1.297
C -0.052 1.236 2.073
Cl -0.060 2.789 1.279
C -0.015 1.212 3.495
Cl 0.010 2.639 4.450
C 0.003 -0.041 4.143
Cl 0.004 -0.122 5.849
C -0.006 -1.227 3.371
Cl 0.006 -2.762 4.151


Entry 6:
38
Properties=species:S:1:pos:R:3 method="wB97M-V/def2-TZVPD" charge=0 orbital_gap_ev=8.257 e_tot_ev=-36905.42234
O 6.438 0.758 1.822
N 5.911 1.169 0.805
O 6.324 2.109 0.151
C 4.734 0.509 0.349
C 4.097 0.933 -0.814
C 2.966 0.292 -1.255
C 2.419 -0.797 -0.552
N 1.331 -1.481 -0.951
C 0.381 -1.140 -1.979
C -1.035 -1.066 -1.406
C -1.167 0.048 -0.365
N -2.557 0.296 -0.029
C -2.752 1.597 0.592
C -4.248 1.829 0.805
O -4.812 0.830 1.620
C -4.610 -0.439 1.047
C -3.124 -0.728 0.833
C 3.093 -1.201 0.627
Cl 2.457 -2.539 1.537
C 4.225 -0.570 1.073
H 4.513 1.766 -1.360
H 2.497 0.627 -2.165
H 1.062 -2.249 -0.350
H 0.414 -1.902 -2.767
H 0.647 -0.180 -2.420
H -1.290 -2.030 -0.964
H -1.740 -0.868 -2.214
H -0.566 -0.194 0.529
H -0.765 0.971 -0.794
H -2.358 2.370 -0.071
H -2.234 1.663 1.565
H -4.422 2.778 1.315
H -4.751 1.840 -0.174
H -5.047 -1.162 1.737
H -5.127 -0.497 0.077
H -3.019 -1.703 0.357
H -2.613 -0.753 1.813
H 4.729 -0.886 1.974


Entry 7:
38
Properties=species:S:1:pos:R:3 method="wB97M-V/def2-TZVPD" charge=+1 orbital_gap_ev=7.169 e_tot_ev=-33154.93546
N -3.015 -1.065 3.519
C -3.014 -0.534 2.510
C -3.127 0.043 1.195
C -1.739 0.563 0.665
C -1.716 0.231 -0.740
N -1.831 0.098 -1.867
C -1.684 2.083 0.895
C -0.310 2.711 0.816
C 0.368 2.679 -0.574
C 1.509 1.638 -0.600
C 1.880 1.105 -1.993
C 1.500 -0.346 -2.280
C 1.761 -1.273 -1.122
S 1.505 -2.992 -1.622
C 1.637 -3.682 -0.026
N 0.983 -3.221 1.007
N 1.377 -4.009 2.090
C 2.210 -4.880 1.607
O 2.427 -4.727 0.277
H -3.588 -0.671 0.501
H -3.826 0.918 1.241
H -0.975 0.021 1.211
H -2.064 2.239 1.902
H -2.380 2.565 0.206
H -0.416 3.752 1.104
H 0.329 2.259 1.566
H -0.343 2.443 -1.355
H 0.801 3.658 -0.723
H 2.391 2.118 -0.191
H 1.249 0.851 0.098
H 2.947 1.229 -2.134
H 1.413 1.726 -2.751
H 2.093 -0.674 -3.131
H 0.472 -0.428 -2.608
H 1.044 -1.081 -0.335
H 2.749 -1.154 -0.692
H 2.685 -5.639 2.192
Cs -5.306 1.445 0.144